1.
Here is a structure of composition C16H50N3O8 in a non-equilibrium geometry from OMol25. Energies are from wB97M-V/def2-TZVPD.

```
! wB97M-V def2-TZVPD RIJCOSX def2/J DEFGRID3
* xyz 1 1
O -0.756 -0.418 2.041
O 1.959 2.114 0.649
O 0.341 1.126 -1.451
O -3.015 -0.630 -2.103
O -0.062 -2.921 -3.492
O -2.320 -3.914 -0.527
O 1.838 -4.845 -1.639
O -1.012 5.895 3.666
N -0.098 4.082 0.656
N 1.662 -1.601 0.055
N -0.254 -1.659 -0.363
C -2.197 -0.204 2.299
C 1.916 -0.211 -0.293
C -0.489 5.736 2.400
C 1.804 2.951 1.855
C -2.150 -4.801 0.596
C -2.905 0.699 -1.642
C 0.782 -4.005 -3.389
C -0.279 2.643 0.361
C 0.405 2.534 -1.032
C 2.115 -2.481 -1.009
C 1.662 -6.210 -1.426
C 1.563 -3.926 -0.634
C -0.554 4.305 2.029
C 1.777 0.675 0.983
C 0.661 1.005 -2.822
C -0.783 7.201 4.283
H -1.449 7.882 3.624
H -0.875 7.444 5.354
H 0.109 7.504 4.109
H 1.614 1.362 -3.291
H -0.021 3.806 2.921
H 0.681 -4.601 -4.158
H -2.148 1.290 -1.970
H 2.245 -6.686 -2.266
H 0.522 -1.253 0.134
H 2.294 -1.656 0.973
H -1.211 2.217 0.425
H -0.080 1.496 -3.468
H -1.873 -4.274 1.539
H 3.028 -0.199 -0.550
H 3.205 -2.470 -1.096
H 1.397 2.582 -1.050
H -0.414 0.110 2.821
H -0.972 6.494 1.734
H -2.984 -4.287 -1.066
H 0.657 -6.488 -1.612
H -0.585 4.600 -0.078
H 2.218 -6.479 -0.323
H 1.524 -2.167 -1.842
H 2.291 0.222 1.809
H -2.521 -0.606 1.293
H -0.299 -2.686 -4.329
H 1.227 0.053 -1.100
H 2.160 3.903 1.641
H 0.778 0.739 1.440
H -3.620 -0.896 -2.921
H 2.047 -4.172 0.402
H 0.764 -4.437 -2.435
H -2.605 -0.868 2.909
H -0.448 -0.925 -0.935
H -2.795 -5.711 0.573
H 0.722 5.679 2.269
H -3.954 1.114 -1.743
H -2.375 1.058 2.306
H 1.746 -3.656 -3.438
H 0.031 3.231 -1.863
H 0.726 2.855 2.050
H 2.546 2.466 2.493
H -1.529 4.043 2.041
H -1.173 -5.236 0.380
H -2.690 0.810 -0.585
H 0.563 -3.873 -0.337
H 0.532 -0.022 -2.968
H 0.079 -2.347 -0.991
H 0.371 1.809 0.953
H -1.037 -1.908 0.150
*
```

The calculation puts the energy relative to the best compared isomer or geometry (same formula, charge and spin) at 1124.9 kJ/mol. As for the molar mass: 412.6 g/mol. The value obtained for the LUMO energy is -1.932 eV.

Results of the Löwdin charge analysis, in e, for atoms 1 through 2: O -0.20; O -0.29

=====

2.
Here is a cluster of 9 separate species, C16H50O16 in total in a non-equilibrium geometry from OMol25. Energies are from wB97M-V/def2-TZVPD.

```
! wB97M-V def2-TZVPD RIJCOSX def2/J DEFGRID3
* xyz 0 1
O -3.246 3.008 -2.877
O 7.018 -1.773 -1.214
O 0.359 1.709 3.333
O -0.621 2.600 -1.476
O -0.810 5.204 0.467
O 0.212 -5.073 0.623
O 4.410 -1.910 -0.207
O -1.553 -2.192 4.124
O -0.636 -2.451 0.310
O -2.428 -0.237 -0.527
O 0.494 -3.521 2.903
O -1.915 0.430 -3.361
O -0.048 4.320 3.267
O 0.980 0.456 -3.553
O 1.969 -1.893 0.845
O -4.712 1.176 -1.306
C 1.868 -0.485 1.141
C -0.214 -1.931 4.537
C -2.932 2.522 -4.210
C 4.811 -1.079 -1.301
C -1.259 -3.549 -0.391
C -1.492 3.983 0.353
C 0.727 -3.003 4.201
C 1.270 3.868 2.850
C -1.155 -4.813 0.393
C 1.488 2.527 3.513
C -0.756 2.748 -0.104
C -3.592 -0.305 0.411
C 1.245 -0.407 -4.600
C -4.524 0.902 0.104
C -2.936 1.008 -4.189
C 5.905 -1.719 -2.045
H -0.813 -3.657 -1.382
H -0.008 1.907 -1.677
H 5.546 -2.700 -2.365
H 2.873 -1.985 0.426
H 1.718 -2.776 4.397
H -0.240 -1.711 5.628
H -1.379 5.905 0.087
H -2.506 4.129 -0.057
H 0.479 -5.027 1.550
H 0.113 -1.013 3.979
H 0.571 -1.290 -4.673
H 5.231 -2.360 0.028
H -4.198 -1.238 0.215
H 0.305 -2.475 0.105
H -1.534 -2.549 3.230
H 7.856 -1.909 -1.655
H 0.469 -3.835 4.854
H 2.289 -0.694 -4.690
H -0.255 4.943 2.521
H -1.409 1.936 0.311
H -2.803 0.577 -5.183
H -4.090 1.771 0.626
H -1.632 -4.975 1.379
H -0.416 2.153 3.635
H 1.091 0.097 -5.555
H -3.898 0.688 -3.816
H -4.003 1.778 -1.654
H 0.815 -2.840 2.319
H -1.787 3.777 1.379
H -3.228 -0.413 1.451
H 1.323 3.700 1.787
H -1.492 -5.620 -0.234
H -1.978 2.880 -4.490
H 2.365 1.948 3.134
H 2.781 -0.212 1.562
H 0.024 0.506 -3.556
H 0.162 2.589 0.413
H 1.623 0.078 0.255
H -1.732 -0.915 -0.251
H 5.184 -0.173 -0.806
H 3.960 -0.840 -1.958
H 6.123 -1.015 -2.906
H 1.021 -0.330 1.856
H -3.662 2.820 -4.972
H -2.440 3.359 -2.481
H -2.301 0.260 -2.474
H -5.506 0.627 0.577
H 1.694 2.761 4.559
H -2.330 -3.296 -0.525
H 2.093 4.541 3.084
*
```

The calculation puts the energy relative to the best compared isomer or geometry (same formula, charge and spin) at 60.5 kJ/mol. The SMILES is OCCO.OCCO.OCCO.OCCO.OCCO.OCCO.OCCO.CO.CO. As for the molar mass: 498.6 g/mol. The value obtained for the LUMO energy is 0.388 eV.

Results of the Löwdin charge analysis, in e, for atoms 1 through 2: O -0.08; O -0.04

=====

3.
Here is a cluster of 9 separate species, C16H51NO9 in total in a non-equilibrium geometry from OMol25. Energies are from wB97M-V/def2-TZVPD.

```
! wB97M-V def2-TZVPD RIJCOSX def2/J DEFGRID3
* xyz 0 1
O -1.348 -0.943 2.439
O -5.886 -0.982 -0.897
O 3.009 -0.002 -2.829
O 2.374 -3.133 3.688
O -0.310 -0.460 -0.141
O 0.386 3.148 -3.733
O 1.972 3.089 4.222
O 2.384 -3.067 -2.320
O -2.919 3.554 2.059
N -1.317 1.029 -2.354
C 3.473 -3.068 2.867
C -3.607 -0.732 -0.819
C 1.456 -3.179 -1.207
C -0.212 0.826 -3.328
C 1.342 0.791 3.851
C 2.415 1.818 3.785
C 3.508 0.284 -4.084
C -0.599 -0.549 -3.854
C 0.840 4.145 -4.694
C -4.988 -1.258 1.383
C -0.731 -2.136 2.912
C 3.420 1.495 4.856
C 0.807 0.092 0.421
C -0.057 1.931 -4.340
C -4.753 -1.446 -0.128
C -3.093 2.150 1.889
H 4.332 -3.422 3.438
H -1.335 1.978 -2.008
H 1.746 -0.154 3.488
H 1.229 -0.572 1.175
H 1.692 -2.541 -0.355
H -2.858 1.448 2.689
H 2.798 -0.112 -4.810
H 0.536 -2.886 -1.713
H 1.227 4.990 -4.124
H -4.081 -1.610 1.875
H -1.248 -3.001 2.496
H 2.891 1.281 5.784
H 2.847 1.963 2.795
H -5.797 -0.026 -0.901
H -0.973 1.989 -4.928
H -2.092 0.923 -2.993
H 0.071 4.506 -5.377
H -1.278 -0.445 -4.700
H 4.377 -0.358 -4.231
H 1.660 3.813 -5.332
H 1.495 0.483 -0.328
H 0.500 0.968 0.994
H -1.027 -0.753 1.554
H -4.735 -2.517 -0.331
H 4.137 0.723 4.577
H 3.347 -3.762 2.037
H 2.001 -4.017 3.688
H 1.319 -4.228 -0.947
H -0.762 0.087 -0.789
H 0.316 -0.998 -4.240
H 4.111 2.301 5.105
H 3.012 -0.924 -2.560
H 2.080 3.133 5.175
H -2.691 -1.151 -0.401
H 0.491 1.003 3.203
H 0.892 0.804 4.844
H 3.470 -2.086 2.394
H -3.651 0.353 -0.730
H 0.292 -2.253 2.557
H 1.822 -3.294 -3.065
H -3.502 -0.938 -1.884
H 0.652 0.742 -2.669
H -4.024 1.975 1.351
H -5.032 -0.230 1.743
H -5.773 -1.839 1.866
H 0.614 1.631 -5.145
H 3.613 1.363 -4.201
H -2.356 1.791 1.171
H -2.009 3.809 2.226
H -0.916 -2.118 3.986
H -0.995 -1.220 -3.091
*
```

The calculation puts the energy relative to the best compared isomer or geometry (same formula, charge and spin) at 190.9 kJ/mol. The SMILES is COC[C@H](C)N.CC(C)O.CC(C)O.CO.CO.CO.CO.CO.CO. As for the molar mass: 401.6 g/mol. The value obtained for the LUMO energy is 0.418 eV.

Results of the Löwdin charge analysis, in e, for atoms 1 through 2: O -0.15; O -0.08

=====

4.
Here is a structure of composition C16H52BInO14 in a non-equilibrium geometry from OMol25. Energies are from wB97M-V/def2-TZVPD.

```
! wB97M-V def2-TZVPD RIJCOSX def2/J DEFGRID3
* xyz 2 1
In 23.417 -17.282 9.551
O 22.719 -14.270 8.618
O 21.791 -12.479 10.689
O 22.561 -16.688 6.765
O 25.484 -14.146 12.993
O 20.991 -21.733 11.064
O 21.343 -16.676 14.027
O 23.149 -19.017 15.456
O 27.922 -13.615 8.695
O 24.232 -18.265 12.420
O 20.723 -18.893 8.876
O 25.433 -14.503 10.425
O 21.299 -18.809 12.012
O 26.266 -17.981 10.192
O 20.701 -16.140 9.519
C 19.519 -18.132 8.726
C 22.645 -14.141 7.158
C 22.303 -11.833 12.983
C 21.331 -11.723 11.767
C 26.551 -12.111 13.615
C 25.881 -13.340 14.154
C 19.573 -16.957 9.680
C 20.749 -19.913 12.671
C 25.537 -18.761 12.478
C 27.250 -12.921 9.750
C 26.526 -17.839 11.645
C 20.076 -20.786 11.646
C 25.685 -13.220 9.814
C 21.889 -15.396 6.605
C 22.160 -16.711 15.188
C 22.158 -18.073 15.928
B 22.601 -15.432 11.954
H 19.422 -17.775 7.700
H 21.871 -15.927 15.888
H 22.095 -13.265 11.149
H 22.614 -17.741 16.860
H 26.458 -14.104 14.675
H 19.734 -17.253 10.717
H 20.627 -19.638 8.278
H 21.809 -15.272 5.525
H 20.024 -19.552 13.400
H 25.642 -19.823 12.257
H 23.335 -19.652 16.150
H 28.140 -13.024 7.971
H 19.365 -21.406 12.194
H 21.961 -13.345 6.865
H 25.211 -13.156 8.835
H 27.426 -12.353 13.011
H 26.896 -11.408 14.372
H 20.371 -15.242 9.434
H 21.885 -14.654 12.169
H 18.610 -16.446 9.656
H 23.801 -18.359 13.272
H 20.860 -15.265 6.938
H 21.556 -20.570 12.997
H 20.423 -12.187 12.151
H 21.142 -10.740 11.336
H 23.546 -14.115 6.545
H 21.246 -22.422 11.682
H 25.887 -18.819 13.509
H 27.085 -18.308 9.811
H 25.044 -13.021 14.774
H 27.500 -11.862 9.694
H 22.700 -13.425 9.074
H 23.007 -12.658 12.872
H 23.244 -15.398 12.820
H 23.146 -16.250 15.122
H 18.688 -18.815 8.905
H 26.372 -16.818 11.993
H 23.160 -15.151 11.074
H 22.774 -10.858 13.111
H 21.935 -11.993 13.997
H 25.145 -12.430 10.336
H 21.147 -18.132 12.675
H 25.534 -14.437 11.377
H 21.205 -18.582 16.079
H 21.865 -16.185 13.389
H 24.678 -14.654 13.116
H 27.572 -18.001 11.905
H 22.389 -17.105 5.918
H 27.715 -13.200 10.695
H 25.865 -11.396 13.161
H 22.162 -16.410 11.833
H 19.640 -20.189 10.846
*
```

The calculation puts the energy relative to the best compared isomer or geometry (same formula, charge and spin) at 40.8 kJ/mol. As for the molar mass: 594.2 g/mol. The value obtained for the LUMO energy is -11.684 eV.

Results of the Löwdin charge analysis, in e, for atoms 1 through 2: In 1.50; O -0.11

=====

5.
Here is a cluster of 8 separate species, C16H52N4O8 in total in a non-equilibrium geometry from OMol25. Energies are from wB97M-V/def2-TZVPD.

```
! wB97M-V def2-TZVPD RIJCOSX def2/J DEFGRID3
* xyz 0 1
O 16.690 20.353 14.796
O 17.829 14.538 16.499
O 15.415 15.974 17.293
O 19.733 18.041 19.144
O 14.806 17.627 19.702
O 12.634 15.745 16.477
O 12.477 15.785 19.305
O 14.372 13.643 22.446
N 15.574 11.390 21.140
N 16.276 16.680 14.327
N 23.379 18.230 19.321
N 12.820 20.705 19.235
C 21.070 17.638 18.927
C 15.244 12.517 18.967
C 15.780 17.212 20.643
C 13.656 19.316 17.481
C 16.156 19.037 14.929
C 14.457 13.665 21.024
C 13.221 19.328 18.954
C 13.233 14.296 22.914
C 16.862 17.999 14.060
C 15.506 12.718 20.461
C 21.990 18.620 19.629
C 18.066 20.513 15.035
C 14.380 18.959 19.856
C 21.736 20.060 19.166
C 16.772 18.291 12.567
C 18.833 17.365 18.302
H 12.386 18.636 19.105
H 14.613 19.833 17.369
H 24.021 18.891 19.746
H 16.938 19.344 12.353
H 13.843 18.317 17.084
H 18.926 17.672 17.255
H 16.478 13.184 20.652
H 14.682 14.694 20.719
H 14.245 12.094 18.852
H 17.348 17.601 11.945
H 11.855 15.878 20.035
H 21.884 18.587 20.717
H 18.677 20.118 14.217
H 14.624 11.017 21.069
H 17.922 17.959 14.345
H 15.277 13.465 18.428
H 17.003 15.023 16.669
H 12.330 13.773 22.575
H 14.593 15.677 16.873
H 18.413 19.974 15.925
H 15.774 17.961 12.250
H 16.281 18.739 15.977
H 16.855 15.919 13.992
H 16.187 16.521 15.328
H 18.051 14.133 17.343
H 13.463 13.409 20.632
H 17.814 17.644 18.570
H 12.184 15.614 17.326
H 16.699 17.789 20.520
H 15.951 16.152 20.477
H 15.620 11.675 22.122
H 15.122 19.186 14.620
H 20.866 20.510 19.656
H 21.326 17.610 17.860
H 12.936 19.829 16.845
H 15.461 17.366 21.679
H 22.553 20.739 19.418
H 15.173 19.690 19.640
H 18.231 21.579 15.172
H 23.486 18.439 18.326
H 14.134 19.166 20.909
H 13.247 16.321 19.563
H 21.555 20.098 18.089
H 21.211 16.640 19.354
H 13.291 14.313 24.005
H 12.354 20.837 20.130
H 15.992 11.814 18.610
H 18.929 16.277 18.333
H 12.090 20.985 18.588
H 11.946 15.749 15.804
H 13.159 15.364 22.655
H 15.138 16.645 17.936
*
```

The calculation puts the energy relative to the best compared isomer or geometry (same formula, charge and spin) at 34.9 kJ/mol. The SMILES is COC[C@H](C)N.COC[C@H](C)N.COC[C@H](C)N.COC[C@H](C)N.O.O.O.O. As for the molar mass: 428.6 g/mol. The value obtained for the LUMO energy is 0.166 eV.

Results of the Löwdin charge analysis, in e, for atoms 1 through 2: O -0.19; O -0.07

=====

6.
Here is a cluster of 10 separate species, C16H53F6N3O9P in total in a non-equilibrium geometry from OMol25. Energies are from wB97M-V/def2-TZVPD.

```
! wB97M-V def2-TZVPD RIJCOSX def2/J DEFGRID3
* xyz -1 1
P 0.665 -0.712 -0.808
F 0.635 -2.062 0.075
F 0.721 -1.623 -2.178
F 0.789 0.584 -1.764
F -0.935 -0.765 -0.908
F 2.313 -0.870 -0.844
F 0.790 0.244 0.466
O 1.612 -0.182 -4.654
O -3.183 2.437 -0.118
O -3.477 -2.423 2.921
O 2.663 -5.644 1.857
O -1.233 -0.400 -4.097
O 3.366 -3.939 -1.705
O 1.316 4.375 -0.290
O 3.528 0.471 1.403
O -0.545 -3.920 -1.880
N -5.097 -0.881 1.186
N 2.090 3.303 2.100
N -4.412 3.278 -2.592
C -2.456 -3.033 3.691
C -4.449 -2.359 -0.680
C -3.047 1.635 -1.276
C -2.262 2.082 0.887
C 4.159 4.639 2.144
C 2.701 4.601 1.710
C 1.289 4.151 -1.681
C 1.368 -3.784 2.711
C 5.883 0.748 1.552
C -4.600 -2.236 0.836
C 2.571 -4.203 1.862
C -4.262 1.884 -2.149
C 2.616 4.705 0.177
C -4.227 1.057 -3.422
C 4.762 -0.095 0.986
C -3.260 -2.495 1.527
H 1.399 3.152 1.370
H 1.918 3.327 -2.024
H 4.877 -1.136 1.314
H -1.380 -1.342 -4.238
H 4.789 -0.152 -0.106
H -0.684 -3.253 -1.195
H 0.524 -4.463 2.558
H -5.139 1.030 -4.026
H -2.386 -4.083 3.396
H -2.149 2.902 1.596
H -5.450 -2.221 -1.094
H -1.514 -2.563 3.373
H 6.837 0.210 1.587
H 4.875 5.258 1.610
H 2.760 -3.187 -1.749
H -4.085 -0.027 -3.300
H 4.204 4.790 3.228
H 0.112 -3.521 -2.454
H -4.054 -3.319 -1.009
H -2.122 1.932 -1.786
H -2.601 1.191 1.431
H -1.063 -0.327 -3.141
H -3.836 -1.550 -1.083
H 4.561 3.617 2.128
H 2.834 -4.660 -1.350
H -1.266 1.886 0.476
H 3.425 -3.936 2.492
H 2.136 5.424 2.150
H 1.939 -0.107 -3.754
H 0.251 3.976 -1.948
H -3.440 1.285 -4.147
H 3.243 -5.931 2.560
H -3.632 3.590 -3.159
H -2.845 -3.463 1.211
H -3.021 0.561 -1.060
H -5.375 -2.933 1.155
H 0.643 -0.116 -4.563
H 2.820 5.743 -0.149
H -4.367 -0.203 0.971
H -5.089 -0.919 2.206
H 5.671 1.085 2.565
H -4.376 3.834 -1.738
H -5.160 1.607 -1.593
H 1.640 5.056 -2.192
H 1.540 -3.835 3.788
H 2.800 2.595 1.922
H -2.523 -1.734 1.236
H -2.575 -2.858 4.754
H 1.068 -2.775 2.423
H 2.838 0.024 0.890
H 2.558 -3.712 0.897
H 6.142 1.591 0.905
H 3.339 4.093 -0.378
*
```

As for the molar mass: 576.6 g/mol. The value obtained for the LUMO energy is 2.596 eV.

Results of the Löwdin charge analysis, in e, for atoms 1 through 2: P 0.20; F -0.14